Record 1
The following is a DFT calculation (wB97M-V/def2-TZVPD) of a cluster of 2 separate species, C3H3BN2O in total at a distorted geometry.

Its HOMO energy (alpha / beta) is -9.761 / -9.223 eV. Its charge is 0.

Structure (XYZ):
```
10
Properties=species:S:1:pos:R:3:forces:R:3:lowdin_charge:R:1
B 1.40890 -0.25382 0.46752 -3.99 1.08 -1.30 0.034
C 2.48726 0.66481 0.18539 -0.79 -1.01 0.64 -0.111
C 0.81139 -1.59405 0.58744 1.32 1.76 0.18 -0.124
C -1.66257 0.48594 -0.33926 -2.35 -2.74 -0.67 -0.322
N 3.28919 1.40152 -0.13050 1.80 1.63 -0.62 0.228
N 0.36482 -2.63910 0.59715 -1.02 -1.97 0.06 0.215
O -0.42604 1.00203 -0.26318 3.24 -0.52 1.34 -0.216
H -1.67012 -0.53839 -1.01767 -0.44 2.54 1.12 0.113
H -2.38104 1.31441 -0.69604 1.06 -1.18 -0.18 0.104
H -2.22181 0.15664 0.60916 1.17 0.41 -0.58 0.079
```
Positions in Å, forces in eV/Å.

Record 2
The following is a DFT calculation (wB97M-V/def2-TZVPD) of a structure of composition C3H3BaO2 at a distorted geometry.

Its HOMO energy (alpha / beta) is -4.852 / -7.406 eV. Its charge is 0. As for the multiplicity: 2.

Structure (XYZ):
```
9
Properties=species:S:1:pos:R:3:forces:R:3:lowdin_charge:R:1
C 1.03452 -0.53670 -0.34847 -1.16 0.94 -1.14 -0.029
C 0.18050 -0.76248 0.87255 -0.12 -0.39 -0.04 -0.190
H -0.39836 -1.69537 0.93092 0.19 0.18 0.08 0.111
H 1.62433 -1.19925 -0.97327 0.14 0.34 0.39 0.076
H 0.61462 -0.50118 1.84816 -0.14 -0.10 -0.24 0.109
O -0.17911 1.44190 -1.47155 0.08 -0.34 -0.23 -0.361
C 0.14455 0.47945 -0.71029 0.57 -0.47 0.63 -0.613
O -0.70232 0.32425 0.42657 -0.24 0.35 0.58 -0.274
Ba -2.31873 2.44938 -0.57461 0.68 -0.51 -0.03 1.171
```
Positions in Å, forces in eV/Å.

Record 3
The following is a DFT calculation (wB97M-V/def2-TZVPD) of an isolated molecule of C3H3Br at a distorted geometry.

Its HOMO energy is -9.892 eV. Its charge is 0. The SMILES is BrC1=CC1.

Structure (XYZ):
```
7
Properties=species:S:1:pos:R:3:forces:R:3:lowdin_charge:R:1
Br -0.48925 1.95083 -2.07990 0.80 -2.45 2.57 0.358
C 0.00677 0.44222 -0.48303 -0.55 1.43 -1.71 -0.433
C 0.83652 0.08678 0.43191 -1.36 0.53 -2.83 -0.041
C -0.50172 -0.70744 0.32643 1.66 -0.13 -2.11 -0.092
H 1.77359 0.30994 0.77784 1.96 -0.08 1.29 0.068
H -0.60106 -1.73931 -0.08648 0.17 0.95 0.56 0.104
H -1.02485 -0.34303 1.11323 -2.68 -0.25 2.24 0.036
```
Positions in Å, forces in eV/Å.

Record 4
The following is a DFT calculation (wB97M-V/def2-TZVPD) of a structure of composition C3H3Br at a distorted geometry.

Its HOMO energy is -8.679 eV. Its charge is 0.

Structure (XYZ):
```
7
Properties=species:S:1:pos:R:3:forces:R:3:lowdin_charge:R:1
C -0.64243 -0.49200 -0.42880 -1.08 -0.23 -0.30 -0.050
C 0.95925 -0.29459 1.81542 1.56 -0.87 -0.97 -0.499
C -0.77314 -0.23022 -1.64795 -2.25 -0.49 0.68 0.020
Br 1.37733 1.46500 1.50837 0.15 0.75 0.05 0.552
H 0.04060 -0.25610 2.32411 -1.70 0.20 0.82 -0.134
H -1.29129 -0.03929 -2.60704 1.38 0.03 0.57 0.088
H 0.32969 -0.15280 -0.96412 1.94 0.61 -0.86 0.023
```
Positions in Å, forces in eV/Å.

Record 5
The following is a DFT calculation (wB97M-V/def2-TZVPD) of a structure of composition C3H3Br2N at a distorted geometry.

Its HOMO energy (alpha / beta) is -9.014 / -9.098 eV. Its charge is 0.

Structure (XYZ):
```
9
Properties=species:S:1:pos:R:3:forces:R:3:lowdin_charge:R:1
C -1.02113 0.23157 1.41673 0.20 0.17 0.38 -0.436
C 1.73108 -0.03900 -0.66938 -0.07 0.04 0.13 0.082
C -1.49387 -0.03708 0.16219 -0.52 -0.45 -1.40 -1.212
N -0.60252 0.45682 2.47061 0.09 0.07 0.34 0.184
Br -1.67046 -1.81970 -0.41356 0.06 0.54 0.24 0.717
Br -2.14643 1.31539 -0.96127 0.25 -0.34 0.43 0.723
H 1.43021 -0.98772 -1.06454 -0.04 -0.23 -0.10 -0.030
H 2.09658 0.03979 0.33618 0.06 -0.03 0.19 -0.012
H 1.67654 0.83993 -1.27696 -0.02 0.23 -0.21 -0.016
```
Positions in Å, forces in eV/Å.

Record 6
The following is a DFT calculation (wB97M-V/def2-TZVPD) of a cluster of 2 separate species, C3H3Br2N3 in total at a distorted geometry.

Its HOMO energy (alpha / beta) is -8.409 / -8.408 eV. Its charge is 0.

Structure (XYZ):
```
11
Properties=species:S:1:pos:R:3:forces:R:3:lowdin_charge:R:1
C -0.29616 -1.41142 0.09860 1.46 -0.17 -0.22 -0.640
C -2.15160 1.26456 -0.53110 1.20 0.57 1.32 -0.688
C 0.90167 -1.23328 -0.06325 -0.67 -0.94 0.97 -0.255
N -1.12087 1.46615 0.03401 -2.24 -0.47 -0.62 -0.236
N -0.21848 2.10335 0.53441 1.92 1.80 0.39 0.060
N 2.29328 -1.16791 -0.13099 -1.02 2.76 -0.97 0.026
Br -2.03825 -1.93734 0.32056 0.85 0.17 -0.06 0.710
Br -2.92037 0.65383 -2.00669 -0.32 -0.54 -0.94 0.752
H 0.20811 1.88760 1.43428 -0.59 -1.05 -0.29 0.064
H 2.52272 -0.14415 -0.37307 0.01 -2.26 0.55 0.121
H 2.81995 -1.48137 0.68324 -0.59 0.12 -0.13 0.086
```
Positions in Å, forces in eV/Å.

Record 7
The following is a DFT calculation (wB97M-V/def2-TZVPD) of an isolated molecule of C3H3Br2P at a distorted geometry.

Its HOMO energy is -9.290 eV. Its charge is 0. The SMILES is C#CP(Br)CBr.

Structure (XYZ):
```
9
Properties=species:S:1:pos:R:3:forces:R:3:lowdin_charge:R:1
C 1.84024 1.74746 -0.88981 0.81 -0.19 0.08 0.032
C 0.78387 1.48620 -0.41078 -3.05 -1.97 0.82 -0.449
P -0.90158 0.86008 0.04502 0.10 -1.14 0.20 0.512
Br -0.67645 1.09625 2.26990 -0.06 -0.04 -0.24 0.195
C -0.98950 -1.32881 0.18441 0.22 1.06 -0.14 -0.797
Br -1.06501 -2.23501 -1.54899 0.04 0.52 0.37 0.495
H 2.86857 1.73067 -1.06009 0.92 0.49 -0.53 0.017
H -0.02694 -1.55940 0.62044 0.04 -0.20 0.10 -0.031
H -1.83319 -1.79745 0.78991 0.98 1.47 -0.67 0.027
```
Positions in Å, forces in eV/Å.

Record 8
The following is a DFT calculation (wB97M-V/def2-TZVPD) of a cluster of 2 separate species, C3H3Br2P in total at a distorted geometry.

Its HOMO energy (alpha / beta) is -8.270 / -8.469 eV. Its charge is 0.

Structure (XYZ):
```
9
Properties=species:S:1:pos:R:3:forces:R:3:lowdin_charge:R:1
C -1.11339 -1.18295 0.78153 -0.91 0.32 -0.30 0.047
C -1.15792 -0.04718 0.30869 1.28 -1.07 1.41 -0.278
C -0.91600 1.15380 -0.25305 1.26 1.82 1.90 -0.053
P 2.09981 -0.28839 -1.30837 -0.12 -0.31 0.81 -0.007
Br 2.57697 1.23830 0.23056 0.13 -0.08 -0.21 0.068
Br 1.89629 -2.09161 0.01778 0.12 0.49 -0.57 0.094
H -1.44356 -2.14116 1.11451 0.25 0.05 0.13 0.030
H -1.50610 1.24936 -1.07619 -1.25 0.95 -2.64 0.015
H -0.43610 2.10982 0.18454 -0.76 -2.15 -0.53 0.085
```
Positions in Å, forces in eV/Å.

Record 9
The following is a DFT calculation (wB97M-V/def2-TZVPD) of a structure of composition C3H3Br9 at a distorted geometry.

Its HOMO energy is -10.097 eV. Its charge is 0.

Structure (XYZ):
```
15
Properties=species:S:1:pos:R:3:forces:R:3:lowdin_charge:R:1
C -1.61879 -3.70937 -0.50380 -0.08 -0.50 1.00 -1.512
Br -1.54926 -3.37074 1.46511 0.27 -0.50 -1.11 0.493
Br -1.12869 -5.62255 -0.91991 -0.56 1.66 0.29 0.515
Br -0.56964 -2.45884 -1.49173 0.29 -0.15 -0.01 0.620
H -2.64967 -3.44690 -0.74147 0.20 -0.76 -0.15 -0.027
C -1.63389 0.73308 -0.07476 -0.29 -0.31 1.30 -1.560
Br -2.27335 2.41777 -0.69007 0.25 0.16 -0.04 0.600
Br -2.92742 -0.07275 1.16132 -0.17 0.23 -0.47 0.497
Br 0.01583 0.83959 1.03777 -0.61 -0.14 -1.13 0.519
H -1.60578 0.05687 -0.92918 0.67 0.18 0.37 -0.086
C 3.17676 2.79309 0.37649 -0.34 1.02 -0.32 -1.439
Br 3.67957 2.57330 -1.58442 -0.47 0.17 2.01 0.489
Br 1.61707 4.09816 0.57572 1.55 -0.83 -0.28 0.447
Br 4.71301 3.29197 1.52885 -1.05 -0.26 -0.96 0.529
H 2.75423 1.87739 0.79007 0.35 0.05 -0.50 -0.086
```
Positions in Å, forces in eV/Å.

Record 10
The following is a DFT calculation (wB97M-V/def2-TZVPD) of a cluster of 2 separate species, C3H3BrClF in total at a distorted geometry.

Its HOMO energy is -8.972 eV. Its charge is 0.

Structure (XYZ):
```
9
Properties=species:S:1:pos:R:3:forces:R:3:lowdin_charge:R:1
C 1.00916 0.77085 -0.20081 0.20 0.86 0.51 -0.034
C 0.95614 -0.17505 0.71484 -1.16 0.13 1.31 -0.281
C -1.48446 -0.48745 -1.00255 0.95 -1.61 -1.31 -1.067
F 1.28075 -1.46820 0.64194 0.71 -0.25 -0.98 0.002
Cl -1.96836 -2.06014 -0.45752 -0.12 0.81 0.22 0.488
Br -2.32423 0.91716 -0.24948 -1.22 0.83 0.93 0.654
H 0.64107 1.77152 0.03214 -0.10 -0.47 0.57 0.057
H 1.42500 0.81313 -1.17312 0.47 -0.97 -0.78 0.060
H 0.46494 -0.08183 1.69456 0.26 0.67 -0.47 0.121
```
Positions in Å, forces in eV/Å.

Energy relative to the best compared isomer or geometry (same formula, charge and spin) values (in kJ/mol) by entry order: 508.2; 0.0; 214.9; 597.2; 343.6; 497.1; 172.0; 251.5; 85.2; 252.3.
Calculated total energy values (in eV) by entry order: -8858.4813; -7945.5029; -73197.7508; -73193.7890; -144730.4399; -147708.5268; -152530.6332; -152529.8082; -633540.1465; -88437.5881.